# 1
Below is a molecular structure, C38H38F4N6Ta in a non-equilibrium geometry, with properties calculated with wB97M-V/def2-TZVPD.

Results
Kohn-Sham gap (eV): 6.4
E_LUMO (hartree): -0.1567
Relative energy (zero: lowest compared OMol25 entry of this formula, charge and spin) (eV): 1.191

ORCA input file:
```
! RIJCOSX wB97M-V def2-TZVPD def2/J DEFGRID3
* xyz 1 1
Ta 0.012 -0.209 0.283
C -1.093 -2.923 2.235
N -0.742 -1.519 2.505
C 0.170 -1.491 3.657
C -1.988 -0.787 2.808
C -1.852 0.710 2.648
N -1.407 1.033 1.293
C -1.782 2.240 0.751
C -1.731 2.380 -0.635
F -1.255 1.282 -1.319
C -2.096 3.507 -1.331
F -1.993 3.508 -2.659
C -2.563 4.610 -0.648
C -2.603 4.529 0.732
F -3.017 5.584 1.427
C -2.213 3.395 1.424
F -2.197 3.445 2.765
H -1.548 -3.374 3.124
H -0.202 -3.488 1.967
H -1.796 -2.989 1.410
H -0.245 -2.073 4.486
H 0.326 -0.475 4.005
H 1.134 -1.919 3.382
H -2.326 -1.007 3.828
H -2.749 -1.138 2.113
H -1.157 1.111 3.390
H -2.829 1.145 2.857
H -2.868 5.509 -1.163
N 10.398 -0.148 -0.278
C 9.251 -0.092 -0.306
C 7.820 -0.037 -0.323
C 7.169 1.122 -0.743
C 5.787 1.179 -0.731
C 5.047 0.091 -0.279
C 5.700 -1.069 0.130
C 7.081 -1.140 0.102
C 3.567 0.182 -0.150
C 3.086 0.367 1.152
C 3.880 0.724 2.266
C 3.021 1.167 3.255
C 1.733 1.042 2.736
N 1.742 0.546 1.487
C 2.807 0.216 -1.316
C 3.317 0.325 -2.633
C 2.236 0.445 -3.481
C 1.094 0.364 -2.680
N 1.412 0.236 -1.383
H 7.748 1.977 -1.063
H 5.278 2.082 -1.045
H 5.119 -1.915 0.475
H 7.590 -2.038 0.423
H 4.957 0.700 2.305
H 3.288 1.548 4.226
H 0.817 1.358 3.209
H 4.360 0.328 -2.900
H 2.253 0.583 -4.548
H 0.066 0.368 -3.009
C -3.956 -1.026 -0.740
C -3.437 -2.038 -1.766
C -2.742 -1.334 -2.939
C -2.535 -3.120 -1.190
C -3.051 -4.404 -1.102
C -2.254 -5.490 -0.776
C -0.886 -5.307 -0.664
C -0.318 -4.043 -0.724
C 1.197 -3.939 -0.765
C 1.637 -3.272 -2.074
C 1.854 -3.256 0.443
C -1.167 -2.915 -0.842
N -0.679 -1.674 -0.527
H -4.625 -0.316 -1.229
H -3.129 -0.475 -0.299
H -4.522 -1.529 0.047
H -4.308 -2.557 -2.174
H -1.807 -0.888 -2.610
H -3.380 -0.547 -3.344
H -2.526 -2.045 -3.737
H -4.104 -4.558 -1.306
H -2.685 -6.477 -0.676
H -0.241 -6.166 -0.524
H 1.568 -4.966 -0.784
H 1.242 -2.260 -2.132
H 1.262 -3.832 -2.932
H 2.725 -3.233 -2.141
H 1.781 -2.166 0.378
H 2.913 -3.519 0.468
H 1.402 -3.588 1.379
*
```

# 2
Below is a molecular structure, C20H17BrHgN5O3S in a non-equilibrium geometry, with properties calculated with wB97M-V/def2-TZVPD.

Results
Kohn-Sham gap (alpha / beta) (eV): 2.3 / 5.0
E_LUMO (alpha / beta) (hartree): 0.1643 / 0.1641
Relative energy (zero: lowest compared OMol25 entry of this formula, charge and spin) (eV): 0.000

ORCA input file:
```
! RIJCOSX wB97M-V def2-TZVPD def2/J DEFGRID3
* xyz -2 2
Hg -0.224 -0.796 0.001
N 3.276 -3.124 1.446
C 2.057 -2.440 1.424
S 2.171 -0.749 1.044
N 0.993 -3.102 1.699
N -0.216 -2.522 1.491
C -1.163 -2.781 2.371
C -2.471 -2.241 2.338
C -3.312 -2.392 3.456
C -4.538 -1.770 3.543
C -4.975 -0.966 2.494
C -4.205 -0.835 1.359
C -2.953 -1.472 1.214
O -2.326 -1.412 0.093
H 4.008 -2.587 1.894
H 3.169 -4.051 1.840
H -0.889 -3.414 3.224
H -2.961 -2.997 4.287
H -5.148 -1.886 4.434
H -5.917 -0.434 2.576
H -4.537 -0.210 0.543
N 2.093 1.259 -1.776
C 1.999 0.171 -2.602
C 2.707 0.132 -3.802
C 2.561 -0.964 -4.658
C 1.689 -1.976 -4.270
C 1.021 -1.861 -3.073
N 1.156 -0.812 -2.233
H 2.939 1.806 -1.818
H 1.728 1.107 -0.845
H 3.369 0.949 -4.055
H 3.112 -1.014 -5.588
H 1.535 -2.839 -4.902
H 0.364 -2.646 -2.724
Br -1.075 1.743 2.042
C -0.042 2.937 0.936
C 0.956 3.700 1.539
C 1.679 4.591 0.772
C 1.414 4.713 -0.590
C 0.410 3.946 -1.171
C -0.333 3.050 -0.421
C -1.400 2.198 -1.139
O -2.285 2.806 -1.738
O -1.228 0.962 -1.065
H 1.151 3.593 2.597
H 2.454 5.190 1.238
H 1.980 5.410 -1.194
H 0.208 4.029 -2.231
*
```

# 3
Below is 2 unconnected molecules or ions with the total composition C7H13Br2N4O in a non-equilibrium geometry, with properties calculated with wB97M-V/def2-TZVPD.

Results
Kohn-Sham gap (eV): 10.2
E_LUMO (hartree): -0.1075

ORCA input file:
```
! RIJCOSX wB97M-V def2-TZVPD def2/J DEFGRID3
* xyz 1 1
N -1.069 2.489 3.853
C -0.858 1.913 2.667
N -0.515 2.516 1.536
C -0.385 1.544 0.646
N -0.639 0.362 1.173
C -0.587 -0.969 0.605
C 0.730 -1.671 0.956
C 1.882 -0.858 1.394
O 1.075 -1.739 2.293
N -0.953 0.576 2.476
H -0.726 3.423 3.988
H -1.531 2.020 4.608
H -0.110 1.650 -0.390
H -0.597 -0.876 -0.475
H -1.388 -1.597 0.986
H 0.973 -2.533 0.338
H 2.881 -1.233 1.234
H 1.783 0.063 1.947
H -1.172 -0.169 3.115
Br 1.172 -2.069 -2.770
C 0.216 -1.356 -4.311
C 0.127 0.144 -4.252
Br -1.192 0.714 -2.937
H -0.758 -1.834 -4.323
H 0.786 -1.670 -5.182
H -0.212 0.552 -5.201
H 1.067 0.607 -3.973
*
```